# 1
Formula: C6H13MgO5Sc
Source: the Open Molecules 2025 dataset
Level of theory: ωB97M-V/def2-TZVPD

Output
Maximum force in eV Å⁻¹: 3.2
HOMO-LUMO gap (alpha / beta) in eV: 6.6 / 5.7
<S²>: 0.7560
LUMO level (alpha / beta) in eV: -13.64 / -14.36
Energy above the lowest of the compared OMol25 structures with the same formula, charge and spin in kcal/mol: 12.5
Net charge: +3
Spin multiplicity: 2

Positions of all 26 atoms, in Å:
1 Sc -1.89 0.23 -1.69
2 Mg 1.11 0.07 -1.06
3 O -2.63 0.99 0.12
4 O -1.51 -0.30 1.72
5 O 1.04 0.69 0.79
6 O -0.70 -0.95 -0.29
7 O 2.88 -0.77 -0.50
8 C -2.77 0.07 1.17
9 C -2.28 2.33 0.52
10 C -0.58 -0.83 0.97
11 C 3.02 -0.68 0.93
12 C 3.57 -1.87 -1.08
13 C 2.30 0.58 1.39
14 H -1.26 2.34 0.94
15 H 2.23 0.54 2.50
16 H 3.34 -1.88 -2.15
17 H -3.33 0.52 2.00
18 H 4.65 -1.75 -0.93
19 H -3.28 -0.83 0.79
20 H 4.09 -0.66 1.18
21 H 2.93 1.46 1.15
22 H -3.02 2.69 1.24
23 H 2.56 -1.58 1.37
24 H 0.12 -1.47 1.51
25 H -2.31 2.95 -0.39
26 H 3.23 -2.81 -0.62

---

# 2
Formula: C7H6N3O2
Source: the Open Molecules 2025 dataset
Level of theory: ωB97M-V/def2-TZVPD

Output
Maximum force in eV Å⁻¹: 5.0
HOMO-LUMO gap in eV: 7.5
LUMO level in eV: -5.97
Energy above the lowest of the compared OMol25 structures with the same formula, charge and spin in kcal/mol: 28.7
Net charge: +1
Structure (SMILES): N#[N+]/C=[N+](\[O-])Oc1ccccc1

Positions of all 18 atoms, in Å:
1 O -2.15 -1.11 0.04
2 O -0.98 0.75 -0.22
3 N -5.41 -0.50 0.11
4 N -2.14 0.09 -0.11
5 N -4.47 0.09 -0.02
6 C 2.73 0.86 0.29
7 C 1.40 1.24 0.12
8 C -3.41 0.78 -0.15
9 C 3.11 -0.47 0.20
10 C 0.52 0.22 -0.15
11 C 2.16 -1.45 -0.08
12 C 0.83 -1.12 -0.25
13 H -3.43 1.85 -0.30
14 H 4.14 -0.75 0.36
15 H 1.08 2.26 0.22
16 H 0.09 -1.88 -0.45
17 H 2.45 -2.49 -0.14
18 H 3.46 1.62 0.52

---

# 3
Formula: C28H49BrCdN5OSSi
Source: the Open Molecules 2025 dataset
Level of theory: ωB97M-V/def2-TZVPD

Output
Maximum force in eV Å⁻¹: 1.0
HOMO-LUMO gap (alpha / beta) in eV: 4.0 / 8.1
<S²>: 0.7659
LUMO level (alpha / beta) in eV: 0.47 / 0.47
Energy above the lowest of the compared OMol25 structures with the same formula, charge and spin in kcal/mol: 1.7
Net charge: 0
Spin multiplicity: 2

Positions of all 87 atoms, in Å:
1 Cd -0.83 1.01 1.92
2 Br 0.30 -0.17 -0.96
3 S -2.60 2.29 0.69
4 Si 0.86 -1.16 -2.98
5 O 0.32 2.76 1.09
6 N -0.14 2.28 3.96
7 N -0.42 3.85 1.06
8 N 1.19 -0.03 2.68
9 N -1.91 0.25 3.73
10 N -1.14 -1.57 1.80
11 C 1.81 1.27 -4.13
12 C -3.64 -0.40 5.86
13 C -1.79 -2.05 -3.55
14 C -0.46 6.22 1.20
15 C 0.21 5.03 1.22
16 C 0.04 -3.56 -4.30
17 C -0.41 -2.60 -3.18
18 C 0.67 0.25 -4.27
19 C 0.87 1.48 4.63
20 C 2.73 -3.02 -1.84
21 C 0.69 -0.33 -5.70
22 C -3.37 -1.32 4.81
23 C -2.53 -0.97 3.80
24 C -0.64 1.03 -4.07
25 C 2.68 -1.76 -2.72
26 C -2.96 0.83 5.82
27 C 0.86 -1.34 3.23
28 C 0.13 -2.17 2.18
29 C 3.54 -0.69 -2.01
30 C -2.48 5.00 0.88
31 C -2.29 -1.92 2.63
32 C -0.58 -3.41 -1.89
33 C -1.39 2.44 4.69
34 C -2.12 1.12 4.78
35 C -1.85 6.21 1.03
36 C -1.78 3.79 0.89
37 C 3.33 -2.09 -4.07
38 C 1.85 0.89 3.61
39 H 1.28 4.95 1.33
40 H -3.55 4.95 0.74
41 H -0.72 1.44 -3.07
42 H -0.15 -0.99 -5.88
43 H -0.71 -4.34 -4.43
44 H -4.33 -0.65 6.66
45 H 2.79 0.84 -4.36
46 H 1.44 2.06 5.37
47 H -3.09 1.55 6.62
48 H 4.34 -2.49 -3.91
49 H 3.78 -3.28 -1.65
50 H -0.67 1.87 -4.77
51 H 0.21 -1.21 4.10
52 H -2.00 3.17 4.14
53 H 0.17 -3.05 -5.25
54 H 2.26 -3.87 -2.32
55 H -3.18 -1.90 2.00
56 H 3.43 -1.20 -4.70
57 H -2.19 -2.93 3.03
58 H 1.61 -0.88 -5.90
59 H 4.56 -1.06 -1.92
60 H -2.12 -1.29 -2.84
61 H 0.99 -4.05 -4.05
62 H 0.36 0.67 5.16
63 H -1.24 2.83 5.71
64 H -2.41 7.14 1.02
65 H 2.76 -2.84 -4.62
66 H -1.80 -1.61 -4.55
67 H 3.57 0.25 -2.55
68 H 0.63 0.49 -6.42
69 H -3.84 -2.30 4.81
70 H 1.76 -1.88 3.55
71 H -0.02 -3.19 2.58
72 H 0.75 -2.25 1.29
73 H 1.84 1.69 -3.12
74 H -2.53 -2.86 -3.54
75 H 1.64 2.09 -4.83
76 H -0.98 -2.78 -1.09
77 H 2.67 0.39 4.15
78 H 2.25 -2.84 -0.87
79 H -1.35 -1.80 0.84
80 H 0.25 3.18 3.70
81 H 1.76 -0.15 1.85
82 H -1.52 0.42 -4.27
83 H 2.27 1.71 3.02
84 H -1.30 -4.22 -2.06
85 H 3.17 -0.49 -1.01
86 H 0.09 7.14 1.31
87 H 0.35 -3.85 -1.54

---

# 4
Formula: C42H56N3O3PSbTi
Source: the Open Molecules 2025 dataset
Level of theory: ωB97M-V/def2-TZVPD

Output
Maximum force in eV Å⁻¹: 0.8
HOMO-LUMO gap (alpha / beta) in eV: 7.0 / 6.9
<S²>: 0.7566
LUMO level (alpha / beta) in eV: -0.06 / -0.23
Energy above the lowest of the compared OMol25 structures with the same formula, charge and spin in kcal/mol: 17.3
Net charge: 0
Spin multiplicity: 2

Positions of all 107 atoms, in Å:
1 Sb 1.44 3.61 0.01
2 Ti -0.28 -0.43 0.30
3 P -0.02 -0.34 2.82
4 O 2.20 -4.21 0.97
5 O -1.61 0.96 0.26
6 O 0.40 -2.41 0.44
7 N -1.73 -1.64 -0.68
8 N 1.68 0.09 0.34
9 N -1.37 -2.96 -0.93
10 C -4.93 2.29 -0.18
11 C -0.70 1.10 3.77
12 C -4.83 0.17 -1.25
13 C -0.53 -5.62 -1.05
14 C -0.55 2.41 3.02
15 C 3.54 -1.01 -0.89
16 C -1.92 -2.23 3.35
17 C -5.55 1.30 -0.93
18 C 1.77 -0.08 2.78
19 C 3.64 0.83 1.59
20 C 0.48 5.18 -1.13
21 C -0.13 -6.94 -1.10
22 C 3.19 3.52 -1.25
23 C 1.38 -5.06 0.31
24 C 2.20 4.96 1.52
25 C -0.15 1.27 5.19
26 C 2.54 -0.02 3.95
27 C -3.62 2.17 0.23
28 C -3.50 0.00 -0.84
29 C 0.20 -4.66 -0.34
30 C 1.78 -6.40 0.26
31 C -2.87 1.04 -0.10
32 C -0.27 -3.26 -0.28
33 C 4.65 0.47 5.23
34 C 3.84 0.45 3.97
35 C 4.05 -1.81 0.28
36 C 0.47 0.83 -2.33
37 C 4.09 4.75 -1.24
38 C 2.57 0.00 -3.27
39 C 3.79 -0.64 -3.28
40 C 4.36 0.92 2.76
41 C 1.03 -7.32 -0.43
42 C 4.23 -1.17 -2.08
43 C 2.37 -0.21 -0.86
44 C -0.54 -1.78 3.85
45 C 0.44 -2.95 3.84
46 C 1.84 0.21 -2.11
47 C 4.58 -0.83 -4.55
48 C 2.36 0.26 1.54
49 C -0.97 5.38 -0.72
50 C 3.20 4.33 2.47
51 C -2.87 -1.27 -1.12
52 H 0.55 4.91 -2.19
53 H -1.46 6.16 -1.31
54 H 4.55 4.90 -0.26
55 H 5.43 -0.30 5.22
56 H 1.06 6.10 -1.00
57 H 5.59 -0.42 -4.46
58 H 2.09 -0.34 4.88
59 H -0.65 -1.41 4.87
60 H -0.92 2.36 2.00
61 H -2.30 -3.03 3.99
62 H 4.91 -1.34 0.76
63 H -0.74 2.02 5.71
64 H 5.35 1.36 2.74
65 H -0.72 -7.66 -1.65
66 H -0.11 0.98 -1.42
67 H 0.55 1.83 -2.75
68 H 4.69 -1.89 -4.80
69 H 2.63 5.83 1.01
70 H 1.48 -2.64 3.95
71 H 0.20 -3.64 4.65
72 H 4.09 1.18 0.66
73 H -2.65 -1.41 3.36
74 H 0.50 2.70 2.97
75 H 2.79 3.34 -2.25
76 H -6.58 1.41 -1.25
77 H 1.32 5.32 2.07
78 H 2.69 -6.68 0.77
79 H 3.75 2.62 -1.00
80 H -0.11 0.21 -3.01
81 H 2.78 3.45 2.98
82 H 4.09 -0.34 -5.39
83 H 0.88 1.62 5.16
84 H -3.13 2.96 0.80
85 H -0.19 0.36 5.79
86 H -1.85 -2.61 2.33
87 H 4.03 0.29 6.11
88 H 4.89 4.67 -1.97
89 H 2.15 0.35 -4.21
90 H -3.45 -1.99 -1.70
91 H 1.35 -8.36 -0.47
92 H -5.49 3.18 0.09
93 H 0.37 -3.51 2.90
94 H -1.05 5.68 0.33
95 H -1.09 3.20 3.55
96 H -5.30 -0.63 -1.82
97 H 3.52 5.03 3.25
98 H 1.82 -3.31 0.85
99 H 3.53 5.66 -1.47
100 H 4.09 3.98 1.95
101 H 5.14 -1.77 -2.06
102 H 3.30 -1.98 1.05
103 H 4.36 -2.79 -0.08
104 H -1.77 0.84 3.84
105 H -1.43 -5.29 -1.55
106 H 5.15 1.43 5.37
107 H -1.54 4.46 -0.83

---

# 5
Formula: C20H23BePSe2
Source: the Open Molecules 2025 dataset
Level of theory: ωB97M-V/def2-TZVPD

Output
Maximum force in eV Å⁻¹: 4.5
HOMO-LUMO gap in eV: 6.8
LUMO level in eV: -0.66
Energy above the lowest of the compared OMol25 structures with the same formula, charge and spin in kcal/mol: 0.0
Net charge: 0

Positions of all 47 atoms, in Å:
1 Se -1.31 -0.56 -0.97
2 Se 0.34 0.81 1.43
3 P -1.38 -0.52 1.24
4 C -2.04 -2.96 2.36
5 C -5.43 -0.02 1.08
6 C -4.78 0.32 3.39
7 C 2.99 -0.45 -1.28
8 C -2.03 -3.92 3.37
9 C 3.16 2.19 -1.17
10 C -1.08 -3.86 4.39
11 C -4.09 -0.14 0.73
12 C -0.11 -2.85 4.39
13 C 1.58 -0.16 -1.79
14 C 1.69 2.34 -0.79
15 C 0.94 1.94 -3.17
16 C -0.11 -1.88 3.38
17 C -3.43 0.18 3.04
18 C 3.86 0.82 -1.27
19 C 1.68 0.60 -3.16
20 C -5.78 0.21 2.42
21 C 0.64 2.37 -1.75
22 C -3.09 -0.05 1.70
23 C -1.09 -1.92 2.38
24 Be 0.57 0.89 -0.88
25 H 4.58 0.76 -0.44
26 H 0.65 -2.80 5.18
27 H 3.47 -1.16 -2.00
28 H 3.09 -0.98 -0.31
29 H -5.05 0.49 4.44
30 H -3.83 -0.32 -0.32
31 H 1.28 -0.06 -3.96
32 H -6.83 0.31 2.70
33 H 0.03 1.85 -3.76
34 H 0.65 -1.09 3.37
35 H 3.72 2.79 -0.44
36 H -2.78 -3.00 1.56
37 H -2.65 0.23 3.81
38 H 1.05 -1.11 -1.94
39 H 1.57 2.71 -3.65
40 H 2.72 0.79 -3.45
41 H 3.33 2.73 -2.12
42 H 4.48 0.82 -2.19
43 H -6.21 -0.14 0.32
44 H -0.15 3.13 -1.61
45 H 1.58 2.96 0.11
46 H -1.08 -4.60 5.19
47 H -2.77 -4.71 3.37

---

# 6
Formula: C3H7O2S2
Source: the Open Molecules 2025 dataset
Level of theory: ωB97M-V/def2-TZVPD

Output
Maximum force in eV Å⁻¹: 0.8
HOMO-LUMO gap in eV: 7.0
LUMO level in eV: 2.93
Energy above the lowest of the compared OMol25 structures with the same formula, charge and spin in kcal/mol: 9.7
Net charge: -1

Positions of all 14 atoms, in Å:
1 S 0.43 -1.63 -2.14
2 S -1.13 -0.40 -2.59
3 O 0.40 1.44 2.13
4 O 0.56 -0.13 3.78
5 C 0.43 1.03 3.32
6 C 0.17 -1.96 -0.39
7 C -0.49 1.22 -2.11
8 H 0.96 -2.66 -0.06
9 H 0.24 -1.04 0.22
10 H 0.33 1.84 4.09
11 H 0.43 1.47 -2.67
12 H -1.27 1.97 -2.35
13 H -0.81 -2.43 -0.21
14 H -0.27 1.28 -1.03